1.
19
Properties=species:S:1:pos:R:3:forces:R:3 method="wB97M-V/def2-TZVPD" homo_energy_ev=-8.44 total_charge=0 spin_multiplicity=1 e_tot_ev=-8460.78721 e_lumo_ev=0.81
C -0.951439 -1.857019 -0.355139 -0.12 -0.10 0.00
C -0.203649 -0.525188 -0.367239 0.00 -0.03 -0.04
C -0.775114 0.392611 0.734951 0.07 -0.06 0.06
C -0.378277 1.863080 0.690965 -0.22 -0.06 -0.07
O 1.057204 2.037917 0.607925 0.33 0.11 -0.16
C 1.679911 1.903124 -0.523623 -0.26 0.25 0.16
C 1.289749 -0.904507 -0.254287 0.00 -0.03 0.00
H -2.024903 -1.748823 -0.537272 0.10 0.02 0.02
H -0.531293 -2.520909 -1.118277 -0.15 0.04 0.10
H -0.808746 -2.343418 0.618112 -0.11 0.02 -0.14
H -0.397084 -0.040466 -1.335733 0.13 -0.09 0.14
H -0.542433 -0.024654 1.722558 0.08 0.02 -0.11
H -1.873263 0.384142 0.653425 0.21 -0.05 0.03
H -0.677473 2.382605 1.605923 -0.01 -0.11 -0.16
H -0.815931 2.379873 -0.170687 0.04 -0.13 0.06
H 0.886187 1.701828 -1.301088 0.21 0.15 0.06
H 1.402581 -1.629404 0.559642 0.03 0.05 -0.05
H 1.603036 -1.396171 -1.181503 -0.08 -0.01 0.14
H 2.021663 -0.114316 -0.069100 -0.25 -0.01 -0.04

***

2.
19
Properties=species:S:1:pos:R:3:forces:R:3 method="wB97M-V/def2-TZVPD" homo_energy_ev=-8.58 total_charge=0 smiles="CCC/C=C/CO" spin_multiplicity=1 e_tot_ev=-8461.44438 e_lumo_ev=0.71
C -2.285949 -1.686891 1.352294 0.48 1.56 -0.84
C -1.360523 -0.389732 1.140797 -1.99 -2.11 1.16
C 0.053175 -0.803683 0.781746 -0.66 0.87 -1.56
C 1.883996 1.165024 -1.987091 0.13 2.37 -0.03
O 2.161257 2.599940 -2.109615 -0.03 -0.63 -0.22
C 0.778976 0.900365 -1.025188 -0.71 0.89 -0.37
C 0.926641 0.270447 0.139678 1.02 -0.52 1.52
H -1.640088 -2.385641 1.865023 -0.51 -0.41 0.60
H -2.710944 -2.165714 0.469032 0.54 0.10 -0.37
H -3.165820 -1.300339 1.866136 0.13 -0.59 0.65
H -1.901038 0.247473 0.439223 0.65 0.20 -0.19
H -1.506499 0.012974 2.145464 0.77 0.72 -0.18
H -0.083871 -1.510490 -0.047692 0.05 0.01 0.01
H 0.619375 -1.419042 1.491100 -0.34 0.69 0.45
H 1.571550 0.932490 -3.015672 0.00 -0.45 0.46
H 2.807875 0.653827 -1.751652 0.16 -0.37 0.18
H 2.177711 2.939707 -1.216958 0.07 0.22 0.30
H -0.154351 1.433007 -1.268874 -0.28 -1.43 -0.61
H 1.828527 0.506282 0.732243 0.54 -1.11 -0.97

***

3.
19
Properties=species:S:1:pos:R:3:forces:R:3 method="wB97M-V/def2-TZVPD" homo_energy_ev=-9.96 total_charge=0 smiles=CC1(O)CCCC1 spin_multiplicity=1 e_tot_ev=-8464.10412 e_lumo_ev=0.95
C 1.833393 -0.656565 -0.721361 0.08 0.08 -0.15
C 0.678497 -0.103670 0.145917 0.04 -0.01 -0.37
O 1.183851 0.291669 1.432550 0.25 -0.36 0.06
C 0.033723 1.182817 -0.395577 0.08 0.01 -0.06
C -1.347440 1.193552 0.259954 -0.01 0.01 0.01
C -1.790604 -0.254830 0.017443 -0.06 -0.04 0.00
C -0.521306 -1.083015 0.311715 -0.02 -0.08 0.07
H 2.742364 -0.769454 -0.113145 -0.19 -0.05 -0.18
H 2.091854 0.029907 -1.539907 -0.07 -0.11 0.24
H 1.608341 -1.631524 -1.178003 -0.01 0.30 0.20
H 1.862926 -0.349652 1.681440 -0.24 0.16 0.11
H 0.682016 2.031202 -0.159594 -0.17 -0.03 -0.05
H -0.091585 1.126993 -1.485228 0.09 -0.06 0.13
H -1.248025 1.394746 1.334232 -0.03 -0.04 -0.18
H -2.031626 1.934448 -0.166255 0.11 -0.12 0.04
H -2.067213 -0.361691 -1.040766 0.03 -0.01 0.17
H -2.656407 -0.568170 0.609270 0.15 0.07 -0.03
H -0.442074 -1.963170 -0.337143 0.01 0.21 0.07
H -0.520686 -1.443595 1.344461 -0.03 0.05 -0.08

***

4.
19
Properties=species:S:1:pos:R:3:forces:R:3 method="wB97M-V/def2-TZVPD" homo_energy_ev=-8.04 total_charge=0 spin_multiplicity=1 e_tot_ev=-8459.56786 e_lumo_ev=0.89
C 1.175056 0.596053 2.506193 -0.05 0.01 -0.04
C 0.800203 -0.347257 1.356439 0.02 -0.14 -0.13
C -0.399539 0.128989 0.532896 0.02 -0.05 -0.09
C -1.041125 -0.828992 -0.471847 -0.38 0.24 0.36
C -1.681373 -0.097972 -1.605598 -0.28 0.03 0.01
C -0.353931 -0.426847 -2.254567 -0.14 -0.09 -0.03
O 0.627592 0.576619 -2.180909 -0.09 -0.10 0.17
H 1.409328 1.603323 2.140242 -0.06 -0.16 0.02
H 0.356098 0.689235 3.230231 0.10 -0.03 -0.15
H 2.055472 0.231612 3.050577 -0.19 0.04 -0.15
H 0.586169 -1.347190 1.748374 0.05 0.07 -0.08
H 1.665690 -0.448580 0.688137 -0.04 -0.07 0.08
H -0.221231 1.158809 0.178050 -0.01 -0.28 -0.15
H -1.263290 0.224834 1.223125 0.08 -0.09 -0.21
H -0.289834 -1.500772 -1.556233 1.12 0.96 -0.05
H -1.906535 0.964486 -1.532203 0.02 -0.08 0.07
H -2.460244 -0.697758 -2.076939 -0.15 0.35 -0.04
H -0.449106 -0.752143 -3.295156 -0.03 -0.51 0.41
H 1.390601 0.273552 -1.680813 0.01 -0.10 -0.03